Arrangement i

The following is a DFT calculation (ωB97M-V/def2-TZVPD) of one molecule with the formula C4H11NO2S.

Properties
* E_HOMO: -0.309 Ha
* HOMO-LUMO gap: 9.097 eV
* structure (SMILES): C=[S@@](N)(=O)OC(C)C
* LUMO: 0.70 eV

Last column: Löwdin charge in e.
Geometry (Å):
1 C -2.93 1.21 -1.65  -0.108
2 S -1.54 -0.08 -0.97  0.784
3 N -2.28 -1.07 0.20  -0.084
4 O -1.08 -1.02 -1.94  -0.345
5 O -0.32 0.44 0.02  -0.305
6 C 1.07 0.01 -0.09  -0.419
7 C 2.01 1.21 0.30  -0.015
8 C 1.35 -1.29 0.70  -0.063
9 H -2.31 1.42 -2.56  -0.038
10 H -3.02 2.12 -1.15  -0.075
11 H -2.75 -1.81 -0.21  0.031
12 H -1.70 -1.40 0.94  0.052
13 H 1.28 -0.40 -1.16  0.154
14 H 1.94 1.34 1.40  0.096
15 H 3.06 0.95 0.13  0.089
16 H 1.72 1.97 -0.25  0.018
17 H 1.04 -1.12 1.67  0.050
18 H 2.43 -1.60 0.81  0.109
19 H 1.00 -2.11 0.11  0.068

***

Arrangement ii

The following is a DFT calculation (ωB97M-V/def2-TZVPD) of a 2-piece molecular cluster, C4H11NO2S overall.

Properties
* E_HOMO: -0.304 Ha
* HOMO-LUMO gap: 9.086 eV
* structure (SMILES): [H]/N=C(/C)CC.OSO
* LUMO: 0.82 eV

Last column: Löwdin charge in e.
Geometry (Å):
1 H 0.45 -0.49 -1.90  0.077
2 N 0.54 -1.05 -1.05  0.108
3 C -0.29 -0.92 -0.08  -0.461
4 C -0.01 -1.87 1.03  -0.042
5 C -1.31 0.09 0.23  -0.214
6 C -1.31 1.30 -0.69  -0.076
7 H -0.03 -2.90 0.77  0.069
8 H 1.01 -1.57 1.30  0.065
9 H -0.81 -1.66 1.83  0.113
10 H -1.16 0.28 1.21  0.070
11 H -2.22 -0.58 0.11  0.159
12 H -1.66 1.04 -1.66  0.062
13 H -2.02 2.10 -0.43  0.078
14 H -0.27 1.62 -0.60  0.079
15 O 3.34 1.42 -0.77  -0.428
16 S 3.01 0.40 0.45  0.849
17 O 2.99 -1.17 0.01  -0.485
18 H 4.26 1.52 -0.85  -0.006
19 H 2.23 -1.59 -0.41  -0.016

***

Tell me which of them is the most stable. Sure, it is arrangement ii.

***

Arrangement i

The following is a DFT calculation (ωB97M-V/def2-TZVPD) of a 2-piece molecular cluster, C4H10OS overall.

Properties
* E_HOMO: -0.294 Ha
* HOMO-LUMO gap: 6.824 eV
* LUMO: -1.17 eV

Last column: Löwdin charge in e.
Geometry (Å):
1 C -1.71 0.77 0.13  0.006
2 C -0.08 -1.81 -0.17  -0.077
3 C -0.23 0.80 -0.46  -0.424
4 C 0.27 -0.48 0.14  -0.121
5 O 0.46 1.89 0.02  -0.019
6 S 3.15 -0.19 0.08  0.240
7 H -1.84 0.36 1.20  0.131
8 H -2.27 0.16 -0.48  0.042
9 H -2.02 1.76 0.14  0.062
10 H -0.17 -2.30 0.76  0.084
11 H -1.08 -1.78 -0.74  0.127
12 H 0.66 -2.36 -0.72  0.099
13 H -0.22 0.90 -1.55  0.161
14 H 0.97 -0.18 0.99  0.058
15 H 1.29 1.88 -0.36  0.018
16 H 2.80 0.55 1.04  -0.388

***

Arrangement ii

The following is a DFT calculation (ωB97M-V/def2-TZVPD) of one molecule with the formula C4H10OS.

Properties
* E_HOMO: -0.329 Ha
* HOMO-LUMO gap: 9.785 eV
* structure (SMILES): OCCCCS
* LUMO: 0.84 eV

Last column: Löwdin charge in e.
Geometry (Å):
1 O 1.85 -0.64 -0.82  -0.076
2 C 1.64 0.55 -0.06  -0.260
3 C 0.61 0.33 1.05  -0.180
4 C -0.56 -0.53 0.50  -0.285
5 C -1.25 0.14 -0.68  -0.580
6 S -3.05 0.30 -0.45  0.693
7 H 2.60 -1.11 -0.44  0.089
8 H 2.58 1.07 0.16  0.115
9 H 1.14 1.23 -0.76  0.098
10 H 0.15 1.27 1.33  0.111
11 H 1.08 -0.26 1.85  0.112
12 H -1.29 -0.66 1.30  0.087
13 H -0.17 -1.50 0.28  0.092
14 H -0.96 1.16 -0.95  0.056
15 H -0.97 -0.39 -1.58  0.079
16 H -3.40 -0.96 -0.74  -0.152

***

Tell me which of them is the most stable. Sure, it is arrangement ii.